Entry 1:
Entry from the Open Molecules 2025 dataset: an isolated molecule of C17H28N4OS (wB97M-V/def2-TZVPD).

Summary:
SMILES	CSc1ncc(CN2CCN(C3CCCC3)[C@H](CCO)C2)cn1
orbital gap	0.3125	Eh
energy above the lowest of the compared OMol25 structures with the same formula, charge and spin	6.57	kcal/mol

Cartesian coordinates (Å):
C -4.3460 -1.7904 -1.0403
S -3.6353 -2.1219 0.5996
C -2.9396 -0.5764 0.9741
N -2.3251 -0.4824 2.1469
C -1.6942 0.6454 2.4045
C -1.6483 1.7119 1.5006
C -0.6798 2.8520 1.6308
N 0.5985 2.5595 0.9954
C 1.3717 1.5331 1.6759
C 2.3453 0.8459 0.7136
N 1.7081 0.2125 -0.4268
C 1.5953 -1.2350 -0.4078
C 0.9855 -1.8947 0.8616
C 2.1095 -2.7186 1.4875
C 2.9403 -3.1531 0.2837
C 2.9738 -1.9036 -0.5925
C 0.5160 0.9063 -0.8989
C 0.4367 0.8409 -2.4340
C -0.9699 1.0703 -3.0025
O -1.8841 0.0499 -2.6830
C 0.5708 2.3712 -0.4430
C -2.4392 1.5406 0.3690
N -3.0724 0.4126 0.0930
H -4.9529 -2.6551 -1.2867
H -4.9561 -0.8954 -0.9851
H -3.5510 -1.6643 -1.7687
H -1.2222 0.7049 3.3780
H -0.4779 3.0646 2.6842
H -1.0847 3.7533 1.1623
H 1.9327 2.0080 2.4905
H 0.7177 0.7703 2.1230
H 2.9083 0.0966 1.2692
H 3.0579 1.5949 0.3465
H 0.9627 -1.4962 -1.2589
H 0.1669 -2.5540 0.5692
H 0.5772 -1.1640 1.5556
H 2.7152 -2.0997 2.1526
H 1.7295 -3.5622 2.0623
H 2.4310 -3.9638 -0.2398
H 3.9370 -3.4942 0.5606
H 3.7562 -1.2251 -0.2536
H 3.1672 -2.1342 -1.6386
H -0.3864 0.4283 -0.4796
H 1.1130 1.5849 -2.8571
H 0.7755 -0.1393 -2.7684
H -1.3556 2.0486 -2.6863
H -0.9063 1.0720 -4.0947
H -2.2083 0.1707 -1.7787
H 1.4831 2.8170 -0.8553
H -0.2757 2.9218 -0.8539
H -2.5717 2.3356 -0.3559

Entry 2:
Entry from the Open Molecules 2025 dataset: the ion C6H9O with charge +1 (wB97M-V/def2-TZVPD).

Summary:
orbital gap	0.2127	Eh
energy above the lowest of the compared OMol25 structures with the same formula, charge and spin	96.60	kcal/mol
net charge	+1

Cartesian coordinates (Å):
C -2.0973 0.7371 -0.0757
C -1.3519 1.7265 0.0833
C 2.8033 0.6610 -0.2192
C 1.8867 -0.1921 0.1827
C -1.6567 -0.7782 -0.3515
C -0.2785 -1.0148 0.2427
O 0.6108 -0.1197 -0.2500
H -3.1931 0.9065 -0.2506
H -0.5575 2.2996 0.3051
H 3.7638 0.8552 0.2942
H 2.5191 1.4616 -0.9411
H 2.1245 -1.0186 0.8895
H -2.3539 -1.4123 0.2147
H -1.6520 -1.0085 -1.3628
H -0.3502 -1.1389 1.4187
H -0.2171 -1.9645 -0.1802

Entry 3:
Entry from the Open Molecules 2025 dataset: a cluster of 2 separate species, C2H3NO2S in total (wB97M-V/def2-TZVPD).

Summary:
orbital gap (spin up / spin down)	0.2973 / 0.3342	Eh
energy above the lowest of the compared OMol25 structures with the same formula, charge and spin	163.43	kcal/mol

Cartesian coordinates (Å):
C -1.4462 -1.4352 0.9252
C -0.2889 -1.2801 0.6141
N 0.0535 1.7430 -0.9872
O 1.6567 -0.8778 -1.1827
O 2.0940 -0.2840 1.1460
S 1.1445 -0.3381 0.0417
H -2.5110 -1.8588 1.0912
H -0.9530 1.6131 -0.8879
H 0.2504 2.7178 -0.7603

Entry 4:
Entry from the Open Molecules 2025 dataset: a structure of composition C26H34Cl4CuNO5P (wB97M-V/def2-TZVPD).

Summary:
2S+1	2
orbital gap (spin up / spin down)	0.2177 / 0.2169	Eh
energy above the lowest of the compared OMol25 structures with the same formula, charge and spin	5.72	kcal/mol
net charge	-2

Cartesian coordinates (Å):
Cu -0.0017 -0.2779 -3.4597
Cl -1.1400 5.4887 0.1020
C -1.3686 3.9518 -0.9623
C -2.6131 3.3991 -1.0936
Cl -4.1785 4.4005 -0.4972
C -2.8024 2.1905 -1.7128
Cl -4.3804 1.4247 -1.8431
C -1.7045 1.4822 -2.2446
O -1.7760 0.3276 -2.7929
C -0.3738 2.0904 -2.1409
O 0.6048 1.4389 -2.6503
C -0.2544 3.3330 -1.4821
Cl 1.3539 4.0378 -1.3951
C -2.5035 2.3303 2.0746
C -1.1469 2.5157 2.7695
C -0.6596 1.2085 3.4094
C -1.0155 -0.0230 2.5738
C -2.5631 -0.1406 2.4757
C -3.2845 1.1928 2.7181
P -0.2690 -0.0640 0.8495
C -0.5509 -1.9004 0.5879
C 0.3756 -2.9012 1.3302
C 1.0592 -3.8755 0.3702
C 0.0484 -4.6554 -0.4754
C -1.0791 -3.7472 -1.0136
C -0.7170 -2.2707 -0.8905
C 1.5516 0.0861 1.2094
C 1.9648 1.5619 1.3131
C 3.4835 1.6805 1.4154
C 4.1773 1.1753 0.1341
C 3.2283 0.3385 -0.7238
C 2.4021 -0.6277 0.1192
H -2.3428 2.0784 1.0252
H -3.0699 3.2620 2.0791
H -1.2216 3.2831 3.5467
H -0.4238 2.8856 2.0396
H -1.1404 1.0879 4.3881
H 0.4132 1.2430 3.6131
H -0.6244 -0.9075 3.0909
H -2.9195 -0.8921 3.1884
H -2.8515 -0.4981 1.4826
H -3.3965 1.3779 3.7933
H -4.2935 1.1409 2.3030
H -1.5528 -2.0182 1.0141
H -0.2161 -3.4815 2.0480
H 1.1346 -2.3812 1.9193
H 1.6922 -4.5687 0.9331
H 1.7270 -3.3218 -0.2921
H -0.3793 -5.4678 0.1222
H 0.5771 -5.1269 -1.3074
H -2.0004 -3.9214 -0.4455
H -1.3025 -3.9881 -2.0541
H -1.4966 -1.6476 -1.3335
H 0.1926 -2.0738 -1.4630
H 1.7579 -0.3800 2.1829
H 1.5052 2.0359 2.1792
H 1.6084 2.1107 0.4396
H 3.8155 1.0938 2.2807
H 3.7615 2.7176 1.6211
H 5.0577 0.5799 0.3999
H 4.5403 2.0214 -0.4548
H 3.7870 -0.2267 -1.4725
H 2.5517 0.9838 -1.2877
H 3.0678 -1.3541 0.6006
H 1.7737 -1.1948 -0.5658
O -0.6371 0.0597 -6.0941
C -0.9466 -1.0888 -5.7838
O -0.7660 -1.6442 -4.6511
H -1.4191 -1.7506 -6.5392
O 3.7521 -2.2810 -3.8010
C 2.7135 -1.7280 -3.5545
N 1.7038 -1.1899 -3.2648

Entry 5:
Entry from the Open Molecules 2025 dataset: a structure of composition C16H19Cl2NO6PbS (wB97M-V/def2-TZVPD).

Summary:
orbital gap	0.2263	Eh
energy above the lowest of the compared OMol25 structures with the same formula, charge and spin	19.38	kcal/mol
net charge	+2

Cartesian coordinates (Å):
Pb 0.1397 0.6703 -0.3199
C -2.1493 -1.6907 -1.4102
C -0.9429 -2.1927 -2.2057
O -0.0293 -1.1040 -2.3463
C 1.2867 -1.4589 -2.7399
C 2.1321 -1.9307 -1.5539
O 2.1492 -0.9122 -0.5489
C 2.5949 -1.3300 0.7337
C 1.4609 -1.9468 1.5546
O 0.4066 -0.9846 1.6721
C -0.8577 -1.5227 2.0507
C -1.5994 -2.1752 0.8833
O -1.7849 -1.1862 -0.1271
H -2.8921 -2.4877 -1.3087
H -2.5984 -0.8477 -1.9392
H -1.2752 -2.5314 -3.1941
H -0.4618 -3.0360 -1.6971
H 1.7149 -0.5480 -3.1606
H 1.2628 -2.2354 -3.5101
H 3.1560 -2.1131 -1.8942
H 1.7230 -2.8599 -1.1439
H 2.9447 -0.4221 1.2289
H 3.4231 -2.0384 0.6425
H 1.8294 -2.2007 2.5545
H 1.0948 -2.8603 1.0751
H -1.4351 -0.6676 2.4086
H -0.7319 -2.2465 2.8616
H -2.5751 -2.5369 1.2292
H -1.0327 -3.0263 0.4893
Cl 2.3484 6.2368 4.7577
C 1.5776 5.0550 3.7881
C 0.2500 4.6945 4.0529
C -0.3182 3.6858 3.3130
Cl -1.9331 3.1713 3.7087
C 0.3069 2.9996 2.2364
O -0.3694 2.1140 1.5990
C 1.6535 3.4138 1.9827
C 2.4684 2.8210 0.9533
O 2.1751 1.9212 0.1706
C 2.2513 4.4163 2.7650
H -0.2829 5.1823 4.8525
H 3.4826 3.2456 0.8901
H 3.2780 4.6877 2.5683
S -2.7502 2.3366 1.9436
C -4.3226 2.5486 2.5555
N -5.3913 2.6508 2.9492

Entry 6:
Entry from the Open Molecules 2025 dataset: an isolated molecule of C4H6O2 (wB97M-V/def2-TZVPD).

Summary:
SMILES	CC(C=O)C=O
orbital gap	0.3855	Eh
energy above the lowest of the compared OMol25 structures with the same formula, charge and spin	25.38	kcal/mol

Cartesian coordinates (Å):
C -1.2464 -0.3349 -0.4062
C 0.2662 -0.1551 -0.2809
C 0.6477 1.3189 -0.2172
O 1.6372 1.7807 -0.7231
C 0.8369 -0.8396 0.9604
O 0.1649 -1.3618 1.8132
H -1.4889 -1.1527 -1.0897
H -1.6804 -0.5618 0.5708
H -1.7187 0.5726 -0.7977
H 0.8206 -0.5643 -1.1357
H -0.0691 1.9570 0.3461
H 1.9435 -0.8200 1.0352